# 1
25
Properties=species:S:1:pos:R:3:forces:R:3 method="wB97M-V/def2-TZVPD" total_energy_ev=-15219.55079 charge=0 multiplicity=1 gap_ha="0.251 / 0.251"
B -1.750859 -1.125273 -0.053983 1.460 1.505 0.011
C -0.414258 0.590147 1.447774 -0.089 -0.764 -4.718
C -0.391244 1.534575 0.262125 0.073 -0.989 2.290
C 0.796447 -0.273918 1.123804 -1.222 1.271 0.454
C 1.172033 -1.354655 2.148311 2.954 0.578 -3.231
C 1.871785 1.001437 -2.734791 -0.430 0.577 4.809
C -1.645395 -0.302528 1.322416 -0.370 0.157 -2.269
C 0.801969 1.492584 -1.811345 1.392 -1.714 -0.201
N 1.286227 0.020014 -0.035567 0.548 -1.304 0.975
N 0.513179 1.054928 -0.618435 -0.127 1.407 0.712
O -1.950461 -0.352976 -1.176516 -0.278 -0.282 -0.452
O -1.422800 -2.448023 -0.114189 -1.431 -1.350 -1.418
H -0.279139 1.064478 2.333559 0.030 1.304 3.013
H -1.220966 2.214917 0.239451 0.329 0.615 -1.217
H 2.039062 -1.859862 1.652629 -0.732 -0.222 0.353
H 1.660881 -0.987186 3.042832 -0.804 0.383 0.403
H 0.371689 -2.048115 2.226668 -0.677 -0.441 0.540
H 2.258543 0.260677 -2.074268 1.159 -1.264 -0.611
H 1.399236 0.713711 -3.577573 -0.774 -1.184 -3.081
H 2.531560 1.814406 -2.775656 1.371 0.898 -0.933
H -2.632995 0.143294 1.283915 -0.014 1.045 0.561
H -1.612226 -0.896257 2.128652 -0.391 -2.648 3.050
H 0.118938 2.079691 -2.259934 -2.462 2.321 -0.793
H -1.765676 0.609455 -1.045551 -0.359 -1.129 0.302
H -1.735531 -2.945523 -0.934327 0.845 1.230 1.450

---

# 2
28
Properties=species:S:1:pos:R:3:forces:R:3 method="wB97M-V/def2-TZVPD" total_energy_ev=-53955.55374 charge=+3 multiplicity=5 gap_ha="0.264 / 0.171" s_squared=6.045 relative_energy_kj_mol=219.0
I 2.860605 2.472211 0.319746 0.084 0.450 0.101
I 1.821597 -2.449863 0.260351 0.249 -1.322 -0.066
Pd 0.677731 -0.046339 0.200958 -1.699 0.240 -1.601
P -0.730046 0.018818 -1.780852 -1.970 -0.306 -2.239
C 0.059096 0.052702 -3.445895 1.001 0.036 0.708
C -1.799918 -1.452083 -1.948352 0.254 0.004 1.034
H -2.454138 1.463962 -0.978082 -0.078 0.161 -0.320
H -2.411081 1.430678 -2.790154 0.249 -0.222 0.129
H -1.204301 2.365974 -1.857815 -0.061 0.200 -0.101
C -1.817802 1.467719 -1.866326 0.339 0.097 1.046
H -2.447536 -1.500596 -1.068335 -0.043 -0.116 -0.440
H -2.387003 -1.384429 -2.873921 0.271 0.202 0.128
H -0.697853 0.043130 -4.230004 -0.393 -0.011 0.325
H 0.699724 -0.820628 -3.574747 -0.067 0.035 -0.133
H -1.181691 -2.345769 -1.965434 0.014 -0.184 -0.174
H 0.661367 0.955282 -3.555159 -0.088 -0.045 -0.151
C 2.045183 0.117744 -1.278347 1.486 0.632 -3.555
O 2.555895 0.162030 -2.312891 -1.158 -0.333 3.926
Cl -1.688088 -0.192017 0.927189 1.545 0.194 0.182
N 0.659028 -1.065373 3.192827 0.101 -2.765 1.262
C 0.793279 -0.759428 4.501047 -0.674 -2.265 -3.147
C 0.932056 0.610127 4.460755 0.556 3.762 2.042
C 0.921157 1.066914 3.168596 -0.228 -0.652 -1.812
N 0.825041 -0.013052 2.350311 0.125 1.616 1.769
H 0.523611 -2.009400 2.790649 0.084 0.768 0.410
H 0.775102 -1.490060 5.295207 -0.064 -0.071 0.113
H 1.059921 1.241705 5.325811 -0.010 0.061 0.156
H 0.949062 2.060047 2.732871 0.173 -0.165 0.406

---

# 3
23
Properties=species:S:1:pos:R:3:forces:R:3 method="wB97M-V/def2-TZVPD" total_energy_ev=-22968.28691 charge=0 multiplicity=1 gap_ha="0.304 / 0.304" relative_energy_kj_mol=127.9
C 1.478180 0.016812 0.966149 0.804 -1.585 -1.663
C 0.080525 -0.505565 1.006835 -1.647 -1.337 -1.990
C 2.123935 -0.023386 -0.411989 0.268 -0.574 0.019
C -1.028532 0.286587 0.360314 1.568 -0.959 -0.258
C -2.143730 -0.312238 -0.015853 -0.746 -0.233 -0.853
C -0.728360 1.678560 0.048395 -1.626 2.560 0.374
C -3.271557 0.348433 -0.793376 -1.200 0.200 5.655
N 3.056280 -0.892599 -0.752730 -2.386 -0.388 2.327
N 3.447415 -1.870971 0.084279 -0.144 1.221 -0.408
Cl -2.296636 -2.067016 0.181998 -0.395 0.434 0.006
H 1.550574 1.010996 1.247199 -0.075 2.032 1.028
H 2.095473 -0.587691 1.614238 0.248 -0.047 0.150
H -0.082528 -1.536749 0.600627 1.164 0.754 0.155
H -0.365224 -0.633832 1.934102 0.173 -0.194 2.707
H 1.830389 0.527842 -1.306725 -0.174 0.566 0.732
H 0.266580 1.844704 -0.408852 -0.963 -0.249 -0.662
H -0.589497 2.340571 0.952330 -0.477 -0.791 -0.383
H -1.692634 2.053394 -0.464469 2.289 0.207 0.225
H -2.970556 0.641533 -1.687503 1.335 1.316 -4.165
H -3.602299 1.269323 -0.189051 0.312 -1.206 -0.999
H -4.136529 -0.275009 -0.869123 -0.398 -0.499 -0.062
H 3.233827 -0.612825 -1.699596 1.488 -1.373 -1.074
H 3.744911 -2.700865 -0.397207 0.580 0.145 -0.859

---

# 4
23
Properties=species:S:1:pos:R:3:forces:R:3 method="wB97M-V/def2-TZVPD" total_energy_ev=-32309.48667 smiles="C[C@]1(S)C=C(Cl)CC[C@H]1[NH3+]" charge=+1 multiplicity=1 gap_ha=0.339 relative_energy_kj_mol=0.0
C -1.393353 0.683016 -0.628704 2.396 -0.415 -0.905
C -1.765723 1.162609 0.556046 -1.095 0.060 -0.435
C -1.041946 0.923896 1.868065 -0.050 -0.116 -0.761
C -0.112117 -0.284747 1.684114 -1.004 0.438 1.219
C 0.736590 -0.206885 0.473040 0.393 1.753 -1.715
C 0.060129 -0.045889 -0.947280 -4.962 -0.676 3.328
C 0.670564 0.713471 -2.040488 0.741 -5.612 -1.930
N 1.629932 -1.334749 0.484769 -0.124 -4.439 0.351
S -0.433937 -1.778817 -1.502490 0.324 0.900 -1.212
Cl -3.304837 2.085998 0.572527 1.189 -0.596 0.346
H -1.861068 0.876840 -1.611034 -0.263 0.017 1.043
H -0.580355 1.839540 2.203171 0.845 0.375 -0.290
H -1.691680 0.768014 2.708057 -0.849 -0.550 0.064
H 0.398248 -0.571955 2.623301 0.569 0.865 -0.446
H -0.711155 -1.152841 1.604348 -1.275 -1.023 -0.493
H 1.312266 0.698317 0.467610 0.815 0.462 0.602
H 1.453077 0.006192 -2.438461 -0.296 0.799 -0.083
H 1.148542 1.559134 -1.903777 1.904 4.466 1.403
H -0.027702 0.793446 -2.839352 -0.646 0.302 -0.601
H 1.178735 -2.245414 -0.020124 0.677 2.449 0.361
H 1.826448 -1.729409 1.418941 -0.110 0.714 -0.062
H 2.520893 -1.186611 0.076666 1.085 0.308 -0.855
H -0.011550 -1.573157 -2.808947 -0.266 -0.480 1.070

---

# 5
21
Properties=species:S:1:pos:R:3:forces:R:3 method="wB97M-V/def2-TZVPD" total_energy_ev=-10186.36055 smiles=CCC1([C@@H](C)F)CC1 charge=0 multiplicity=1 gap_ha=0.408 relative_energy_kj_mol=46.5
C 0.763168 -1.847944 -0.686733 0.288 -0.371 -1.884
C 1.257024 -0.389465 -0.541180 -1.805 -1.375 1.874
C 0.342988 0.408212 0.373570 -0.546 0.858 -0.438
C 0.903984 1.273428 1.507412 -1.482 -1.398 -0.630
C 0.103974 -0.026598 1.761664 1.187 -0.202 0.544
C -0.844477 1.066607 -0.353884 0.607 -0.104 -0.896
C -1.823860 0.188519 -1.137599 1.087 -0.491 -0.257
H 0.568025 -2.347885 0.253404 0.225 0.027 0.263
H -0.188490 -1.898754 -1.263717 0.589 0.161 0.449
H 1.480968 -2.471508 -1.307378 -0.630 0.682 0.893
H 1.312857 0.088150 -1.457418 0.060 0.891 -2.084
H 2.221845 -0.348073 -0.132880 1.521 -0.214 0.639
H 1.940875 1.419967 1.633659 1.079 -0.557 0.182
H 0.351124 2.152280 1.725517 -0.408 0.598 0.097
H 0.550719 -0.944127 2.172565 0.158 0.576 -0.398
H -0.883210 0.110613 2.124509 -0.712 0.284 0.388
H -0.417097 1.749593 -1.092839 0.162 0.174 0.009
H -1.296177 -0.156459 -2.067276 -0.444 0.087 0.885
H -2.150130 -0.678669 -0.552797 -0.105 0.177 -0.192
H -2.661751 0.776457 -1.489791 -0.244 0.153 0.193
F -1.532360 1.875658 0.531193 -0.587 0.044 0.365

---

# 6
21
Properties=species:S:1:pos:R:3:forces:R:3 method="wB97M-V/def2-TZVPD" total_energy_ev=-10183.61053 charge=0 multiplicity=1 gap_ha=0.364 relative_energy_kj_mol=311.9
C -0.785748 -0.573627 0.277186 3.159 4.467 -2.249
C -1.888942 -0.211505 -0.351950 0.982 1.272 -0.304
C -3.160181 -0.915951 -0.196512 -0.016 0.693 -1.492
C 1.909563 -0.999911 0.305871 -2.270 -0.052 2.192
C 1.101162 0.833038 -1.315874 1.627 1.881 -0.190
C 1.159353 1.332273 1.196100 -0.258 1.669 -3.730
C 1.072100 0.326409 0.056042 -3.714 -4.088 2.451
F -1.925787 0.893103 -1.210543 0.177 -1.049 0.612
H -0.750154 -1.174691 1.103244 -0.072 -1.973 1.567
H -2.765201 -1.846998 0.085251 -0.761 -1.678 0.655
H -3.751505 -0.942555 -1.107703 0.292 -0.384 -0.386
H -3.800315 -0.430424 0.478416 -0.748 0.415 1.447
H 2.549504 -1.222527 -0.443137 2.113 -0.149 -2.938
H 2.574048 -0.867998 1.162485 -0.282 -0.103 0.319
H 1.373921 -2.028816 0.391249 0.307 2.094 0.304
H 2.198368 0.801163 -1.653365 -1.654 -0.630 -0.328
H 0.283156 0.335396 -1.836635 0.893 0.296 -0.910
H 0.974749 1.937758 -1.246758 -0.633 -0.655 -0.432
H 2.147036 1.782133 1.062303 0.022 0.435 0.288
H 1.134568 0.855274 2.078012 -0.113 -1.637 3.310
H 0.350308 2.118450 1.166311 0.951 -0.825 -0.185

---

# 7
28
Properties=species:S:1:pos:R:3:forces:R:3 method="wB97M-V/def2-TZVPD" total_energy_ev=-43981.31470 charge=+1 multiplicity=1 gap_ha=0.117
C 2.763989 -1.389556 -0.128789 1.417 0.086 0.397
C 2.738007 -0.032048 0.531167 -1.750 -1.347 -2.917
I 3.867029 0.117861 2.465923 -0.148 0.168 -0.394
C 2.101449 0.967827 0.051554 1.148 2.247 2.875
I 2.117172 2.818995 1.128234 -0.306 -0.580 -0.867
P 1.018441 1.006481 -1.635586 -1.749 0.490 -3.271
C -0.450644 0.103189 -0.782744 -0.075 0.799 1.060
C -1.439547 1.126997 -0.216869 0.182 0.112 -0.198
O -2.773236 0.633939 -0.127921 0.216 0.079 0.183
C -2.964796 -0.253033 0.938881 -0.208 0.140 0.304
C -3.804726 -1.413685 0.404913 1.517 1.525 -0.197
F -4.980847 -0.963080 0.032983 -1.317 -0.020 -0.069
F -3.204381 -1.896235 -0.675297 0.351 -0.688 -0.838
F -3.925946 -2.404532 1.261411 -0.424 -0.713 0.949
H 3.257520 -1.243317 -1.089461 0.025 -0.030 -0.058
H 3.390503 -2.092680 0.419884 -0.334 -0.262 0.053
H 1.769716 -1.762871 -0.352589 -0.139 -0.025 0.403
H 0.528160 2.315754 -1.239721 0.037 -0.134 0.468
H 2.125953 1.701416 -2.303103 0.251 -0.074 0.507
H 1.570016 -0.232024 -2.140105 0.101 -0.273 0.604
H 0.240734 1.112193 -2.858592 0.061 0.039 0.089
H -0.087050 -0.469611 0.078979 0.034 -0.414 -0.366
H -0.985314 -0.508293 -1.505424 0.276 -0.206 -0.103
H -1.109582 1.490759 0.766755 -0.013 -0.058 0.005
H -1.490842 2.015691 -0.846314 -0.102 -0.079 -0.192
H -3.494231 0.257234 1.751992 -0.171 -0.178 -0.011
H -2.027965 -0.626451 1.359376 0.025 -0.208 -0.200
Sr 5.250413 -0.380932 4.710456 1.096 -0.398 1.782

---

# 8
25
Properties=species:S:1:pos:R:3:forces:R:3 method="wB97M-V/def2-TZVPD" total_energy_ev=-19152.98400 smiles=O[C@@H](C[NH+]1CCCC1)C(F)(F)F charge=+1 multiplicity=1 gap_ha=0.448
O 1.943356 0.531531 1.674367 -0.396 0.174 -0.312
C 2.051110 -0.292712 0.540337 -0.399 -0.045 0.409
C 0.735552 -1.020167 0.169083 0.908 0.320 0.679
N -0.499148 -0.401712 0.742350 -0.467 -1.444 -1.216
C -1.702982 -1.138578 0.132444 -1.024 -0.472 -0.723
C -2.596297 -0.110920 -0.556558 1.449 1.361 0.456
C -1.524852 0.973975 -0.882554 -0.095 -1.841 0.864
C -0.817561 1.017394 0.442282 -0.668 1.091 1.042
C 2.627359 0.407152 -0.677896 -0.370 -0.603 1.105
F 1.695994 1.006577 -1.390952 -1.314 0.829 -0.883
F 3.207679 -0.483352 -1.423271 0.682 -1.493 -1.449
F 3.508108 1.295033 -0.348054 1.315 1.566 0.717
H 1.904065 1.451772 1.379677 0.175 -0.028 0.325
H 2.761524 -1.064055 0.787153 0.376 -0.277 0.099
H 0.798571 -2.008392 0.589626 -0.249 -0.437 0.208
H 0.672571 -1.153247 -0.897758 -0.358 0.218 -0.354
H -0.562003 -0.677004 1.718282 0.500 0.791 0.281
H -1.409487 -1.844911 -0.623519 0.775 -0.239 -0.132
H -2.196804 -1.728514 0.883377 -0.154 0.003 0.568
H -3.273574 0.309098 0.169873 -0.752 0.001 -0.181
H -3.027769 -0.441676 -1.481383 -0.585 -0.487 -0.018
H -0.838343 0.433296 -1.525052 0.155 0.761 -0.971
H -1.889020 1.916069 -1.236419 -0.012 0.365 -0.324
H -0.044086 1.746735 0.590412 0.851 -0.280 -0.324
H -1.523962 1.276611 1.224154 -0.344 0.166 0.135

---

# 9
23
Properties=species:S:1:pos:R:3:forces:R:3 method="wB97M-V/def2-TZVPD" total_energy_ev=-18545.75859 charge=0 multiplicity=1 gap_ha="0.275 / 0.268" relative_energy_kj_mol=136.8
C 1.215280 0.547163 -0.792989 0.018 2.534 -1.361
C 1.424218 1.636751 -1.553166 0.020 -0.851 1.666
C 0.090654 0.455126 0.125426 -0.517 -1.276 0.585
C 0.602266 0.323290 1.575905 -0.101 -1.166 0.583
C 0.244350 -2.076681 0.100846 1.181 -1.120 -1.008
C -2.039570 -0.999411 0.407128 -0.168 0.008 0.077
C -0.696619 -0.949600 -0.256883 0.506 2.021 -0.368
N -0.691827 1.604729 -0.104301 0.045 1.784 -1.526
N 0.474398 2.618649 -1.548552 -2.596 -1.738 0.797
I 0.697011 4.533072 -1.027816 0.489 0.187 0.229
H 1.926384 -0.163814 -0.771412 2.202 -2.600 -0.250
H 2.349211 1.643694 -2.108500 0.061 0.691 -0.338
H 0.913074 1.216688 2.081662 -0.658 1.076 -0.089
H 1.591085 -0.163291 1.563528 -0.614 -0.596 0.047
H -0.148657 -0.239034 2.225454 1.221 0.724 -0.695
H 1.333276 -1.790652 0.208721 -1.372 -0.300 -0.322
H 0.191382 -2.864350 -0.682914 0.136 0.414 0.417
H -0.006643 -2.586192 1.016311 -0.304 0.023 0.526
H -2.389666 -2.008520 0.414142 -0.375 -0.858 -0.102
H -2.775675 -0.418584 -0.168984 0.180 0.098 0.649
H -1.934681 -0.724177 1.440893 -0.477 0.459 0.494
H -1.009705 -0.915372 -1.324848 1.227 -0.020 0.244
H -1.359545 1.320516 -0.819651 -0.103 0.506 -0.255

---

# 10
25
Properties=species:S:1:pos:R:3:forces:R:3 method="wB97M-V/def2-TZVPD" total_energy_ev=-22080.18920 smiles="O=C1NCN(I)C12CC[NH2+]CC2" charge=+1 multiplicity=1 gap_ha=0.329 relative_energy_kj_mol=0.0
C -0.169267 1.553310 0.143261 -0.749 -1.928 1.095
C 0.348717 -0.829956 1.029259 3.093 2.806 0.643
C -0.173212 -0.478971 -1.367743 -0.179 -1.242 0.248
C -1.073892 -1.194928 1.386016 1.445 -3.429 1.570
C -1.587142 -0.847076 -0.954179 -0.993 0.934 -0.050
C 2.036262 2.212399 -0.216457 1.846 -3.434 -0.357
C 0.526172 0.180627 -0.143074 -1.002 1.374 -1.430
N 0.733975 2.537812 0.156439 -0.678 1.851 -1.226
N 1.859440 0.643713 -0.529446 0.865 1.124 0.419
N -1.649772 -1.868686 0.147739 1.206 1.577 0.069
O -1.335664 1.615947 0.479757 0.050 0.678 -0.380
I 3.416944 -0.387955 0.293745 0.498 -0.102 -0.264
H 1.098409 -0.292756 1.825713 -2.445 -1.888 -1.012
H 0.922371 -1.651262 0.596622 -0.187 -0.661 0.776
H 0.324354 -1.412886 -1.691436 0.350 0.185 0.512
H -0.187455 0.050657 -2.314119 -0.112 0.764 0.220
H -1.127883 -1.857618 2.344328 0.320 0.478 -2.058
H -1.711006 -0.439686 1.652331 -1.365 2.353 0.075
H -2.074183 0.020211 -0.536755 -0.216 0.300 -0.083
H -2.226286 -1.225691 -1.719302 -0.098 -0.315 -0.927
H 2.559844 2.706349 -1.103302 -1.224 -0.506 1.127
H 2.658843 2.252412 0.680296 0.377 0.327 -0.345
H 0.452054 3.448291 -0.155518 -0.667 0.473 0.508
H -1.017341 -2.549841 -0.238721 0.042 -1.288 0.605
H -2.604273 -2.184418 0.234540 -0.178 -0.430 0.265